ORCA calculation (ωB97M-V/def2-TZVPD) on a single C6H8N2 molecule in a non-equilibrium geometry.

Properties
Largest force on an atom, eV/A: 4.23
Total charge: 0
E_tot, eV: -9328.029
SMILES: C=C1N=CN[C@@H]2C[C@@H]12
Relative energy (zero: lowest compared OMol25 entry of this formula, charge and spin), kcal per mole: 84.8
Multiplicity: 1

Cartesian coordinates (Å):
1 C -2.413 -0.569 0.129
2 C -1.151 -0.117 0.016
3 C 0.328 1.688 -0.108
4 C 1.136 -0.373 0.408
5 C 1.266 -1.740 -0.022
6 C 0.044 -0.919 -0.394
7 H -3.374 -0.042 0.274
8 H -2.487 -1.621 -0.143
9 H 0.458 2.739 -0.319
10 H 2.429 1.464 0.074
11 H 0.824 -0.393 1.469
12 H 1.739 -2.102 -0.924
13 H 1.196 -2.440 0.744
14 H 0.238 -0.717 -1.403
15 N -0.926 1.232 0.002
16 N 1.457 0.952 0.006